(a)
# CH5N2O2

A gas-phase ion, CH5N2O2 (charge -1) (ωB97M-V/def2-TZVPD, the Open Molecules 2025 dataset).

Properties
Total charge: -1
Gap between HOMO and LUMO in eV: 6.74
Highest occupied orbital energy in eV: -2.0
Structure (SMILES): CN([O-])ON

Each line ends with the Löwdin charge.
Positions of all 10 atoms, in Å:
C -1.297 0.098 -0.080  -0.11
N -0.061 -0.570 0.590  -0.27
O 0.398 -1.387 -0.331  -0.35
O 1.083 0.559 0.763  -0.33
N 2.171 0.220 -0.033  -0.17
H -1.590 0.882 0.589  0.04
H -1.120 0.381 -1.040  0.01
H -2.165 -0.551 -0.249  0.05
H 1.710 -0.737 -0.594  0.07
H 2.993 -0.276 0.615  0.06



(b)
# CH5N2O2

A gas-phase ion, CH5N2O2 (charge -1) (ωB97M-V/def2-TZVPD, the Open Molecules 2025 dataset).

Properties
Total charge: -1
Gap between HOMO and LUMO in eV: 6.44
Highest occupied orbital energy in eV: -1.7
Structure (SMILES): NOCN[O-]

Each line ends with the Löwdin charge.
Positions of all 10 atoms, in Å:
N -0.780 -0.057 -1.446  -0.11
O -1.076 0.798 -0.352  -0.34
C 0.154 0.377 0.790  -0.23
N 0.441 -0.913 0.931  -0.29
O 1.055 -1.554 -0.132  -0.44
H -1.019 -0.996 -1.107  0.03
H 0.242 -0.231 -1.458  0.03
H 1.131 0.834 0.490  0.11
H -0.226 0.895 1.731  0.10
H -0.200 -1.706 1.309  0.14



(c)
# CH5N2O2

2 unconnected molecules or ions with the total composition CH5N2O2 (ωB97M-V/def2-TZVPD, the Open Molecules 2025 dataset).

Properties
Total charge: -1
Gap between HOMO and LUMO (spin up / spin down) in eV: 5.41 / 3.18
Highest occupied orbital energy (spin up / spin down) in eV: -1.3 / -0.2

Each line ends with the Löwdin charge.
Positions of all 10 atoms, in Å:
C 1.605 -0.715 -1.934  -0.23
N -0.917 0.609 2.191  -0.01
N -0.740 0.683 -0.220  -0.02
O -1.837 0.094 -0.103  -0.13
O -0.177 1.045 1.065  -0.23
H 0.596 -1.035 -2.126  -0.16
H 1.777 0.337 -2.085  -0.16
H 2.015 -1.092 -1.007  -0.17
H -0.494 -0.282 2.483  0.07
H -1.828 0.356 1.737  0.05



Pick (b): it beats the second-best structure by 15.4 kcal/mol.



(a)
# CH5N2S

2 unconnected molecules or ions with the total composition CH5N2S (ωB97M-V/def2-TZVPD, the Open Molecules 2025 dataset).

Properties
Total charge: +1
Gap between HOMO and LUMO (spin up / spin down) in eV: 7.72 / 10.13
Highest occupied orbital energy (spin up / spin down) in eV: -14.4 / -14.5

Each line ends with the Löwdin charge.
Positions of all 9 atoms, in Å:
C -0.668 -0.043 0.045  -0.20
N -1.347 0.929 0.586  0.21
N 0.554 0.093 -0.476  -0.40
S 1.355 -1.184 -1.324  0.70
H -0.863 -1.059 -0.088  0.11
H -2.171 0.952 1.224  0.18
H -0.997 1.867 0.387  0.15
H 1.024 1.025 -0.508  0.13
H 3.113 -2.580 0.154  0.12



(b)
# CH5N2S

A gas-phase ion, CH5N2S (charge +1) (ωB97M-V/def2-TZVPD, the Open Molecules 2025 dataset).

Properties
Total charge: +1
Gap between HOMO and LUMO in eV: 9.63
Highest occupied orbital energy in eV: -13.7
Structure (SMILES): [NH3+][C@H]1NS1

Each line ends with the Löwdin charge.
Positions of all 9 atoms, in Å:
N -0.042 -0.588 0.643  0.20
C 0.323 0.647 -0.185  -0.56
N -0.919 1.357 -0.688  -0.28
S -0.059 2.222 0.555  0.92
H 0.902 -1.072 0.913  0.23
H -0.370 -1.368 0.075  0.17
H -0.663 -0.154 1.277  0.11
H 1.179 0.570 -0.881  0.14
H -0.998 1.833 -1.574  0.07



(c)
# CH5N2S

2 unconnected molecules or ions with the total composition CH5N2S (ωB97M-V/def2-TZVPD, the Open Molecules 2025 dataset).

Properties
Total charge: +1
Gap between HOMO and LUMO in eV: 9.65
Highest occupied orbital energy in eV: -14.6

Each line ends with the Löwdin charge.
Positions of all 9 atoms, in Å:
C 0.095 0.699 -0.142  -0.15
N 1.289 0.238 0.344  0.18
N -0.982 -0.091 -0.041  -0.47
S -2.620 0.128 0.159  0.88
H -0.090 1.591 -0.587  0.12
H 2.049 0.861 0.447  0.12
H 1.365 -0.592 0.917  0.12
H -0.422 -1.407 0.320  0.32
H -2.942 -0.368 -1.012  -0.12



(d)
# CH5N2S

A gas-phase ion, CH5N2S (charge +1) (ωB97M-V/def2-TZVPD, the Open Molecules 2025 dataset).

Properties
Total charge: +1
Gap between HOMO and LUMO in eV: 9.84
Highest occupied orbital energy in eV: -13.9
Structure (SMILES): [NH3+]/C=N/S

Each line ends with the Löwdin charge.
Positions of all 9 atoms, in Å:
N -0.953 -0.035 0.031  0.19
C 0.332 0.642 -0.059  -0.29
N 1.307 -0.134 0.014  -0.43
S 2.960 0.021 0.003  0.84
H -0.662 -0.918 0.535  0.19
H -1.583 0.361 0.792  0.20
H -1.382 -0.100 -0.936  0.20
H 0.526 1.781 0.101  0.18
H 3.310 -1.330 0.176  -0.07



Pick (d): it beats the second-best structure by 9.0 kcal/mol.